Version one
{
  "formula": "C4H2N2O",
  "method": "the ωB97M-V functional and the def2-TZVPD basis",
  "gap_ha": 0.337,
  "e_homo_ev": -9.99,
  "smiles": "C#Cc1ncno1",
  "multiplicity": 1,
  "species": ["C", "C", "C", "N", "C", "N", "O", "H", "H"],
  "positions_angstrom": [[2.875, -0.054, -0.110], [1.642, -0.224, 0.098], [0.277, -0.116, 0.067], [-0.595, -1.212, -0.039], [-1.777, -0.538, -0.028], [-1.767, 0.767, -0.067], [-0.341, 1.180, 0.035], [3.895, 0.493, 0.066], [-2.733, -1.221, 0.230]],
  "mulliken_charge": [-0.2915, -0.1883, 0.6419, -0.4303, 0.0682, -0.2626, -0.1457, 0.3093, 0.2990]
}

---

Version two
{
  "formula": "C4H2N2O",
  "method": "the ωB97M-V functional and the def2-TZVPD basis",
  "gap_ha": 0.389,
  "e_homo_ev": -10.34,
  "smiles": "N#Cc1cocn1",
  "multiplicity": 1,
  "species": ["N", "C", "C", "C", "O", "C", "N", "H", "H"],
  "positions_angstrom": [[-2.824, -0.113, 0.058], [-1.699, 0.009, -0.065], [-0.350, 0.121, -0.008], [0.483, 1.184, -0.028], [1.755, 0.544, -0.033], [1.597, -0.803, 0.014], [0.376, -1.066, -0.037], [0.411, 2.184, 0.296], [2.501, -1.343, 0.338]],
  "mulliken_charge": [-0.4507, 0.3121, 0.3009, -0.2404, -0.3053, 0.1966, -0.5428, 0.3858, 0.3436]
}

---

Energy ordering: version two at the bottom, the next structure 309.8 kJ/mol above.

---

Version one
{
  "formula": "C3H8NOS2",
  "method": "the ωB97M-V functional and the def2-TZVPD basis",
  "total_charge": 1,
  "gap_ha": 0.370,
  "e_homo_ev": -13.69,
  "smiles": "O[C@@]1(S)[NH2+]CCS1",
  "multiplicity": 1,
  "species": ["O", "C", "S", "N", "C", "C", "S", "H", "H", "H", "H", "H", "H", "H", "H"],
  "positions_angstrom": [[1.841, -1.143, -0.546], [0.681, -0.495, -0.692], [-0.175, -0.664, -2.353], [-0.121, -0.975, 0.488], [-0.849, 0.119, 1.205], [-0.662, 1.495, 0.438], [0.998, 1.306, -0.339], [2.312, -1.204, -1.393], [0.198, 0.628, -2.430], [0.545, -1.435, 1.167], [-0.700, -1.685, 0.131], [-0.252, 0.368, 2.106], [-1.766, -0.211, 1.334], [-1.514, 1.575, -0.254], [-0.536, 2.321, 1.138]],
  "mulliken_charge": [-0.5094, 0.0991, -0.0800, -0.1449, -0.6355, -0.5507, -0.0798, 0.4281, 0.2583, 0.3494, 0.3755, 0.3043, 0.4507, 0.3089, 0.4261]
}

---

Version two
{
  "formula": "C3H8NOS2",
  "method": "the ωB97M-V functional and the def2-TZVPD basis",
  "total_charge": 1,
  "gap_ha": 0.314,
  "e_homo_ev": -12.77,
  "smiles": "[NH3+][C@H](C=O)CSS",
  "multiplicity": 1,
  "species": ["N", "C", "C", "O", "C", "S", "S", "H", "H", "H", "H", "H", "H", "H", "H"],
  "positions_angstrom": [[0.782, 0.307, -2.446], [-0.354, 0.359, -1.493], [-1.414, 1.658, -1.500], [-1.000, 2.739, -1.225], [0.161, 0.268, -0.013], [0.472, -1.304, 0.658], [0.188, -1.220, 2.641], [0.501, 0.450, -3.411], [1.573, 1.057, -2.120], [1.174, -0.660, -2.533], [-1.017, -0.493, -1.868], [-2.575, 1.481, -1.630], [0.993, 0.912, 0.007], [-0.492, 1.006, 0.599], [1.457, -1.137, 3.126]],
  "mulliken_charge": [-0.3706, -0.0663, -0.1271, -0.3560, -0.7932, -0.0559, -0.1777, 0.3559, 0.4320, 0.3790, 0.3837, 0.3269, 0.4751, 0.4033, 0.1910]
}

---

Energy ordering: version one at the bottom, the next structure 91.7 kJ/mol above.

---

Version one
{
  "formula": "C5H15NO2",
  "method": "the ωB97M-V functional and the def2-TZVPD basis",
  "gap_ha": 0.328,
  "e_homo_ev": -8.39,
  "smiles": "CCCCNCO.O",
  "multiplicity": 1,
  "species": ["C", "C", "C", "C", "N", "C", "O", "H", "H", "H", "H", "H", "H", "H", "H", "H", "H", "H", "H", "H", "O", "H", "H"],
  "positions_angstrom": [[0.520, -0.061, 2.494], [-0.054, 0.833, 1.407], [0.978, 1.131, 0.343], [1.381, -0.151, -0.427], [0.398, -0.600, -1.379], [-0.281, -1.868, -1.101], [-1.395, -1.959, -1.972], [0.195, 0.180, 3.498], [1.601, -0.220, 2.514], [0.122, -1.085, 2.400], [-0.993, 0.339, 1.120], [-0.375, 1.752, 1.908], [1.880, 1.616, 0.693], [0.635, 1.814, -0.461], [2.291, 0.174, -0.985], [1.771, -0.952, 0.204], [-0.344, 0.066, -1.565], [0.316, -2.772, -1.303], [-0.670, -1.908, -0.093], [-1.207, -1.498, -2.773], [-1.955, 1.472, -1.514], [-2.385, 1.845, -0.738], [-2.428, 1.852, -2.273]],
  "mulliken_charge": [-1.2336, -0.1954, -0.7641, -0.7299, -0.3137, -0.0733, -0.5538, 0.3491, 0.2967, 0.2692, 0.1916, 0.4238, 0.3892, 0.3158, 0.2890, 0.3718, 0.2427, 0.2907, 0.1500, 0.3058, -0.5698, 0.2737, 0.2746]
}

---

Version two
{
  "formula": "C5H15NO2",
  "method": "the ωB97M-V functional and the def2-TZVPD basis",
  "gap_ha": 0.348,
  "e_homo_ev": -8.65,
  "smiles": "CCNCCCO.O",
  "multiplicity": 1,
  "species": ["C", "C", "N", "C", "C", "C", "O", "H", "H", "H", "H", "H", "H", "H", "H", "H", "H", "H", "H", "H", "O", "H", "H"],
  "positions_angstrom": [[0.041, -1.865, 1.810], [0.577, -1.825, 0.379], [-0.329, -1.245, -0.616], [-1.134, -0.105, -0.198], [-1.323, 0.866, -1.354], [-0.037, 1.620, -1.624], [0.323, 2.483, -0.548], [-1.038, -2.053, 1.786], [0.248, -0.968, 2.379], [0.430, -2.724, 2.361], [1.516, -1.272, 0.404], [0.887, -2.805, 0.009], [-0.890, -1.985, -1.025], [-0.510, 0.400, 0.550], [-2.026, -0.290, 0.405], [-2.133, 1.553, -1.069], [-1.653, 0.357, -2.256], [0.786, 0.922, -1.761], [-0.164, 2.226, -2.527], [-0.473, 2.922, -0.234], [2.474, 0.896, 1.036], [2.735, 1.675, 1.547], [1.692, 1.218, 0.546]],
  "mulliken_charge": [-1.0424, -0.4558, -0.2529, -0.4634, -0.7063, -0.5607, -0.5228, 0.2820, 0.2892, 0.3811, 0.1769, 0.4549, 0.2422, 0.2428, 0.3794, 0.3082, 0.3680, 0.3312, 0.2789, 0.3194, -0.6475, 0.2747, 0.3228]
}

---

Version three
{
  "formula": "C5H15NO2",
  "method": "the ωB97M-V functional and the def2-TZVPD basis",
  "gap_ha": 0.324,
  "e_homo_ev": -8.02,
  "smiles": "C=C(CC)NC.O.O",
  "multiplicity": 1,
  "species": ["C", "C", "C", "C", "N", "C", "H", "H", "H", "H", "H", "H", "H", "H", "H", "H", "H", "O", "H", "H", "O", "H", "H"],
  "positions_angstrom": [[-0.174, -0.672, 2.573], [-0.119, -0.670, 1.225], [-0.161, 0.565, 0.362], [1.234, 1.138, 0.128], [-0.170, -1.920, 0.574], [-1.078, -2.149, -0.576], [-0.322, -1.547, 3.179], [-0.133, 0.297, 3.051], [-0.820, 0.478, -0.495], [-0.749, 1.253, 0.981], [1.126, 2.163, -0.232], [1.813, 1.242, 1.047], [1.830, 0.507, -0.528], [-0.403, -2.648, 1.238], [-0.501, -2.296, -1.491], [-1.851, -1.392, -0.637], [-1.483, -3.159, -0.463], [2.842, -1.887, -0.920], [2.291, -2.227, -0.195], [3.720, -1.745, -0.550], [-2.302, 5.087, -2.375], [-1.629, 5.060, -3.083], [-2.961, 4.522, -2.813]],
  "mulliken_charge": [-1.1620, 0.5676, -0.4915, -1.1138, -0.2409, -0.9239, 0.3086, 0.2709, 0.3540, 0.3174, 0.3547, 0.3098, 0.3263, 0.2454, 0.2515, 0.2742, 0.3855, -0.6480, 0.3094, 0.3050, -0.6399, 0.3212, 0.3185]
}

---

Energy ordering: version two at the bottom, the next structure 32.6 kJ/mol above.

---

Version one
{
  "formula": "C5H15NO2",
  "method": "the ωB97M-V functional and the def2-TZVPD basis",
  "gap_ha": 0.350,
  "e_homo_ev": -8.77,
  "smiles": "C=C(N)CCC.O.O",
  "multiplicity": 1,
  "species": ["C", "C", "N", "C", "C", "C", "H", "H", "H", "H", "H", "H", "H", "H", "H", "H", "H", "O", "H", "H", "O", "H", "H"],
  "positions_angstrom": [[-0.905, 0.770, -0.894], [0.394, 0.714, -1.037], [1.051, -0.072, -2.053], [1.474, 1.456, -0.335], [1.150, 1.649, 1.182], [1.394, 0.379, 1.932], [-1.317, 1.238, 0.045], [-1.814, 0.461, -1.479], [1.957, 0.346, -2.366], [0.602, -0.654, -2.659], [1.761, 2.529, -0.666], [2.516, 0.973, -0.466], [0.131, 1.942, 1.396], [1.766, 2.432, 1.599], [0.764, -0.551, 1.720], [1.487, 0.459, 2.953], [2.431, -0.064, 1.638], [-0.618, -2.461, 0.002], [-0.244, -1.685, -0.298], [-0.134, -3.097, -0.483], [-3.415, -1.346, 0.861], [-2.859, -0.942, 0.267], [-3.183, -2.232, 1.185]],
  "mulliken_charge": [-0.9752, 0.7732, -0.4714, -0.5878, -0.4508, -1.0463, 0.1696, 0.3024, 0.1832, 0.1852, 0.2164, 0.2605, 0.2762, 0.3400, 0.1462, 0.4519, 0.2401, -0.5971, 0.3391, 0.2655, -0.6460, 0.3169, 0.3083]
}

---

Version two
{
  "formula": "C5H15NO2",
  "method": "the ωB97M-V functional and the def2-TZVPD basis",
  "gap_ha": 0.357,
  "e_homo_ev": -8.77,
  "smiles": "CNCCCCO.O",
  "multiplicity": 1,
  "species": ["C", "N", "C", "C", "C", "C", "O", "H", "H", "H", "H", "H", "H", "H", "H", "H", "H", "H", "H", "H", "O", "H", "H"],
  "positions_angstrom": [[-1.577, -1.564, -1.503], [-0.408, -0.960, -0.881], [-0.117, 0.397, -1.585], [-0.167, 1.576, -0.590], [1.011, 1.787, 0.285], [0.998, 0.905, 1.561], [1.960, -0.219, 1.486], [-1.227, -2.576, -1.760], [-2.389, -1.821, -0.733], [-1.959, -1.016, -2.258], [-0.494, -0.829, 0.096], [-0.875, 0.809, -2.317], [0.936, 0.381, -2.018], [-1.254, 1.704, 0.032], [-0.185, 2.503, -1.365], [1.990, 1.490, -0.180], [1.057, 2.800, 0.632], [-0.012, 0.693, 1.857], [1.541, 1.319, 2.361], [2.031, -0.726, 0.599], [-0.546, -2.027, 2.203], [0.209, -1.972, 2.669], [-0.524, -2.655, 1.409]],
  "mulliken_charge": [-0.8953, -0.2052, -0.5565, -0.4769, -0.5089, -0.6095, -0.5690, 0.2918, 0.2367, 0.4050, 0.1535, 0.3368, 0.1968, 0.2136, 0.3123, 0.2873, 0.3487, 0.3153, 0.3985, 0.3317, -0.6334, 0.2920, 0.3347]
}

---

Energy ordering: version one at the bottom, the next structure 101.4 kJ/mol above.

---

Version one
{
  "formula": "C4H9NO2",
  "method": "the ωB97M-V functional and the def2-TZVPD basis",
  "total_charge": -1,
  "gap_ha": [0.107, 0.311],
  "e_homo_ev": [0.87, -4.81],
  "multiplicity": 2,
  "species": ["C", "C", "N", "C", "C", "H", "H", "H", "H", "H", "H", "H", "O", "H", "H", "O"],
  "positions_angstrom": [[0.048, -0.139, 1.386], [-0.100, 0.534, 0.129], [-1.222, 1.263, 0.206], [-1.848, 1.049, 1.372], [-1.076, 0.144, 2.173], [0.938, -0.592, 1.590], [0.500, 0.609, -0.700], [-1.637, 1.816, -0.511], [-2.728, 1.504, 1.865], [-1.273, -0.173, 3.190], [-0.817, -3.649, -1.297], [0.236, -2.589, -1.234], [-0.034, -3.376, -1.622], [2.965, 0.781, -2.948], [2.488, 1.741, -1.815], [3.252, 1.150, -2.121]],
  "mulliken_charge": [-0.4319, -1.3828, 0.1993, -0.9070, -0.7257, 0.6695, 0.4893, 0.7022, 0.3763, 0.4603, 0.3638, 0.3447, -0.7615, 0.6464, 0.4421, -1.4849]
}

---

Version two
{
  "formula": "C4H9NO2",
  "method": "the ωB97M-V functional and the def2-TZVPD basis",
  "total_charge": -1,
  "gap_ha": [0.220, 0.320],
  "e_homo_ev": [-1.93, -4.68],
  "multiplicity": 2,
  "species": ["O", "C", "O", "C", "H", "H", "H", "C", "C", "N", "H", "H", "H", "H", "H", "H"],
  "positions_angstrom": [[-0.284, -1.167, 1.294], [0.811, -1.806, 1.130], [1.131, -2.845, 1.715], [1.812, -1.191, 0.143], [2.741, -1.759, 0.214], [1.471, -1.266, -0.890], [1.969, -0.140, 0.374], [-0.270, 1.861, -0.591], [-2.214, 0.452, -0.458], [-0.838, 0.544, -0.519], [0.155, 2.045, -1.587], [0.568, 1.949, 0.112], [-1.014, 2.627, -0.334], [-2.805, 1.368, -0.406], [-2.705, -0.502, -0.517], [-0.526, -0.168, 0.320]],
  "mulliken_charge": [-0.7604, 0.6609, -0.7282, -0.8703, 0.3087, 0.2594, 0.1789, -0.8493, -0.7364, -0.2682, 0.2320, 0.2487, 0.3219, 0.2138, 0.3094, 0.4792]
}

---

Energy ordering: version two at the bottom, the next structure 170.4 kJ/mol above.

---

Version one
{
  "formula": "H13O7",
  "method": "the ωB97M-V functional and the def2-TZVPD basis",
  "total_charge": -1,
  "gap_ha": 0.366,
  "e_homo_ev": -6.32,
  "multiplicity": 1,
  "species": ["O", "H", "O", "H", "H", "O", "H", "H", "O", "H", "H", "O", "H", "H", "O", "H", "H", "O", "H", "H"],
  "positions_angstrom": [[-0.316, -0.234, -0.046], [-1.288, -0.367, -0.143], [-0.947, 0.797, -2.175], [-1.184, 1.900, -2.110], [-0.519, 0.374, -1.319], [1.688, 1.981, -0.179], [2.351, 1.986, -0.982], [1.119, 1.169, -0.294], [-0.719, -2.540, -1.478], [-0.485, -1.878, -0.733], [-0.276, -3.215, -0.975], [2.171, -0.851, 0.192], [2.229, -0.950, -0.725], [1.307, -0.615, 0.188], [-0.551, -1.342, 2.461], [-0.964, -0.701, 3.033], [-0.556, -1.165, 1.450], [-1.304, 1.858, 1.593], [-0.707, 2.610, 1.339], [-1.042, 1.174, 0.899]],
  "mulliken_charge": [-1.0164, 0.3079, -0.7815, 0.2769, 0.4835, -0.6538, 0.2947, 0.1947, -0.6553, 0.3583, 0.3638, -0.6781, 0.3313, 0.3492, -0.7086, 0.2860, 0.3422, -0.7128, 0.3208, 0.2972]
}

---

Version two
{
  "formula": "H13O7",
  "method": "the ωB97M-V functional and the def2-TZVPD basis",
  "total_charge": -1,
  "gap_ha": 0.355,
  "e_homo_ev": -6.28,
  "multiplicity": 1,
  "species": ["O", "H", "O", "H", "H", "O", "H", "H", "O", "H", "H", "O", "H", "H", "O", "H", "H", "O", "H", "H"],
  "positions_angstrom": [[2.715, 0.246, -17.843], [2.991, 1.163, -17.822], [0.081, 0.809, -17.075], [-0.273, 0.002, -17.449], [1.067, 0.699, -17.140], [4.230, -1.957, -18.600], [3.907, -1.021, -18.574], [3.519, -2.468, -18.201], [5.340, 1.421, -18.284], [4.508, 0.929, -18.116], [5.978, 1.014, -17.690], [3.608, -0.317, -15.080], [2.849, -0.516, -14.526], [3.253, -0.342, -15.992], [1.408, -0.334, -20.272], [0.498, -0.377, -19.966], [1.882, 0.158, -19.560], [1.525, -2.109, -17.192], [1.878, -1.282, -17.611], [0.663, -2.244, -17.594]],
  "mulliken_charge": [-0.8627, 0.1270, -0.6645, 0.2391, 0.3902, -0.7011, 0.3171, 0.3410, -0.6743, 0.3273, 0.3053, -0.7048, 0.2956, 0.4002, -0.6676, 0.2792, 0.3420, -0.6554, 0.2724, 0.2941]
}

---

Energy ordering: version two at the bottom, the next structure 180.7 kJ/mol above.